Record 1
C42H37BN9O18 | ωB97M-V/def2-TZVPD

The value obtained for the HOMO-LUMO gap is 2.29 eV. As for the charge: -1.

```
107
Properties=species:S:1:pos:R:3:forces:R:3:mulliken_charge:R:1
O -6.4378 -20.2326 -7.4357 4.981 3.961 0.312 -0.250
C -7.2118 -19.9341 -6.4846 -12.139 2.009 1.573 -1.022
O -6.9035 -19.7802 -5.1999 0.657 -0.937 2.682 -0.746
B -8.1583 -19.7877 -4.3991 0.887 -2.376 -3.098 0.389
O -9.2812 -19.7065 -5.3461 0.876 -0.209 3.572 -0.265
C -8.7864 -19.8212 -6.5700 11.609 0.271 1.095 1.119
O -9.3508 -19.8970 -7.6698 -6.953 8.032 3.458 -0.522
O -8.1591 -18.6893 -3.4150 5.776 -11.133 4.209 -0.843
C -8.1908 -19.1213 -2.1862 0.843 -11.820 -0.568 0.180
O -8.2512 -18.4058 -1.1475 0.888 -0.548 0.245 0.253
C -8.2061 -20.7114 -2.2537 0.817 12.431 -4.624 0.441
O -8.1989 -20.9996 -3.5609 -1.014 3.468 3.583 0.037
O -8.4228 -21.4901 -1.2843 -3.136 1.246 -17.086 -0.376
C -8.5377 -21.1609 -8.9136 12.907 -2.324 -11.279 -0.759
C -7.0723 -20.9589 -8.8038 -4.888 -1.959 -2.840 0.041
N -5.8748 -20.8945 -8.6439 1.682 -1.284 -1.013 -0.732
H -8.7373 -22.2306 -8.9773 5.740 2.292 -2.444 0.344
H -8.9199 -20.7458 -9.8462 0.612 0.951 0.248 0.563
H -9.0248 -20.7720 -8.0194 0.645 -0.407 1.325 0.278
C -9.9494 -22.4635 -2.1656 0.379 -5.579 -2.528 -0.085
C -9.3199 -23.5491 -2.9584 0.477 -2.038 3.679 -0.248
N -8.8064 -24.3937 -3.5841 -1.269 -1.768 6.257 -0.980
H -10.9785 -22.7576 -1.9596 2.705 -0.166 1.303 1.974
H -9.9357 -21.6627 -2.9050 1.511 -2.958 2.258 -0.389
H -9.4497 -22.1879 -1.2369 -3.826 -3.471 -2.354 -0.531
C -6.4225 -17.7856 -3.3527 6.645 1.445 -1.464 1.344
C -5.0963 -17.4138 -3.8522 3.188 0.671 -0.540 -0.191
N -4.0410 -17.1104 -4.2755 -2.614 -0.699 0.992 -0.807
H -6.3501 -18.2451 -2.3669 0.651 0.409 -0.066 0.141
H -6.8474 -18.5487 -4.0048 4.235 2.285 -0.428 0.516
H -6.9775 -16.8478 -3.3274 1.875 -1.434 -0.314 -0.272
C -8.1863 -22.7185 -4.7906 1.915 -0.469 -4.973 -0.817
C -7.8312 -22.4986 -6.1617 0.740 -0.694 4.824 1.280
N -7.5600 -22.3576 -7.2331 2.133 -2.297 -2.866 -0.791
H -8.2597 -23.7907 -4.6088 1.379 0.836 -2.755 0.405
H -9.1978 -22.3130 -4.8130 1.042 -0.522 0.714 -0.755
H -7.5577 -22.2762 -4.0178 0.622 -1.956 -1.792 0.415
C -8.2815 -18.2201 0.5658 -1.761 1.598 3.815 -0.705
C -9.6281 -17.9998 0.8497 2.376 1.554 1.254 -1.165
C -10.5169 -19.0160 0.6980 -0.565 -2.557 -0.734 -0.826
C -10.0684 -20.3226 0.3478 -2.361 1.232 -1.103 -0.213
C -8.7161 -20.5394 0.0514 -4.846 5.098 8.180 0.626
C -7.8678 -19.4743 0.0799 -1.770 -0.940 -1.944 -0.193
N -11.0180 -21.4363 0.2277 -0.147 0.307 2.366 1.502
O -12.2364 -21.1891 0.3459 2.129 -0.812 0.393 -0.730
O -10.5237 -22.5702 0.0914 -1.463 1.438 1.901 -0.616
H -7.4665 -17.5162 0.6478 -0.313 0.425 0.241 0.645
H -9.9265 -17.0366 1.2364 -0.135 0.064 -0.215 0.474
H -11.5569 -18.7559 0.8287 -0.085 -0.708 0.449 0.846
H -8.4121 -21.4424 -0.4570 1.648 -4.673 15.948 0.437
H -6.8203 -19.5914 -0.1554 -2.563 -0.089 -0.261 -0.188
C -7.7970 -15.3057 -2.4905 -1.753 -1.254 1.524 -1.095
C -7.5983 -14.5316 -3.5941 0.358 0.280 -1.809 -1.089
C -7.9062 -15.0282 -4.8579 -1.629 -1.842 -0.388 -0.712
C -8.5591 -16.3174 -4.9344 1.468 1.748 1.538 -0.307
C -8.7847 -17.0547 -3.7589 -4.176 7.108 -5.382 1.343
C -8.4566 -16.5709 -2.5298 -0.712 5.720 0.285 -0.368
N -8.9987 -16.8661 -6.2155 -2.110 -0.617 -2.939 1.278
O -9.8461 -17.7710 -6.2462 0.592 2.995 1.131 -0.597
O -8.6336 -16.3947 -7.3098 0.788 0.417 2.040 -0.741
H -7.4627 -14.9061 -1.5444 -0.122 -0.032 0.290 0.493
H -7.1945 -13.5348 -3.4959 0.184 -0.002 -0.027 0.422
H -7.8723 -14.4759 -5.7854 0.479 0.215 0.065 0.533
H -9.0488 -18.0895 -3.9200 -3.364 7.253 -4.858 1.076
H -8.6522 -17.1273 -1.6251 -0.258 2.182 -1.083 0.381
C -11.0699 -23.0696 -4.1547 1.132 -1.887 -6.642 -0.142
C -10.6633 -24.1889 -4.9102 -1.172 1.662 -1.839 -0.597
C -10.2139 -24.0177 -6.2343 -1.485 -1.001 1.450 -0.710
C -10.3027 -22.7453 -6.7867 0.107 1.105 -0.536 -0.432
C -10.6788 -21.6087 -6.0384 -1.334 -1.247 -0.790 -1.532
C -11.0724 -21.7790 -4.7029 -1.907 -2.564 -2.916 -0.798
N -9.9155 -22.5824 -8.2511 -8.861 -2.405 3.164 1.465
O -10.2956 -21.5605 -8.8034 -6.365 -3.618 0.787 -0.509
O -9.4291 -23.5167 -8.8515 -0.446 -1.864 0.235 -0.734
H -11.4383 -23.1089 -3.1402 4.042 -3.951 -5.648 0.623
H -10.6548 -25.1172 -4.3584 -0.121 -0.251 -0.716 0.497
H -9.9292 -24.9249 -6.7465 0.280 0.360 -0.544 0.532
H -10.7117 -20.6106 -6.4495 -0.575 -0.800 -0.379 1.946
H -11.5158 -20.9537 -4.1656 -0.542 -0.984 -2.135 0.550
C -11.0217 -17.7840 -2.1594 -0.790 -1.977 -0.684 -0.258
C -12.2217 -18.0312 -1.4608 1.497 1.201 -0.853 -1.319
C -12.8075 -19.2647 -1.4516 -0.868 0.065 -0.295 -0.652
C -12.1903 -20.3114 -2.1437 0.210 0.333 -0.298 -0.477
C -10.9802 -20.1100 -2.8035 0.050 2.206 1.550 1.439
C -10.3828 -18.8617 -2.8290 -4.485 1.485 1.723 0.999
N -12.7592 -21.6465 -2.0981 -2.712 0.415 1.645 0.934
O -12.1531 -22.6018 -2.5628 -10.710 5.039 6.395 -0.010
O -13.8111 -21.8631 -1.5301 -0.718 1.094 -0.315 -0.774
H -10.6377 -16.7785 -2.2473 -0.160 -0.106 0.180 0.504
H -12.5937 -17.1370 -0.9827 -0.766 -0.291 0.318 0.418
H -13.7704 -19.3344 -0.9675 0.063 -0.629 0.040 0.430
H -10.4403 -20.9168 -3.2766 -1.487 3.541 0.241 -0.326
H -9.4621 -18.6185 -3.3385 -6.905 -3.218 2.852 -1.280
C -5.6319 -23.7487 -1.5303 1.517 -0.544 -0.112 -0.569
C -6.6566 -22.8648 -1.3889 0.118 -0.839 -0.018 -0.148
C -6.4491 -21.5631 -0.9949 5.935 0.721 2.580 2.039
C -5.1270 -21.1401 -0.6613 -1.010 -1.773 -0.627 -0.312
C -4.0822 -22.0790 -0.7660 0.484 0.791 -0.349 -0.614
C -4.3265 -23.3601 -1.2187 -0.671 0.185 -0.184 -0.922
N -4.8818 -19.7815 -0.1816 3.479 -0.800 0.350 1.112
O -5.7675 -19.1476 0.3967 5.520 1.096 1.182 -0.603
O -3.7257 -19.3832 -0.2745 -1.344 -0.017 -0.090 -0.651
H -5.7493 -24.7643 -1.8784 -0.489 -0.044 -0.017 0.506
H -7.6772 -23.1932 -1.5189 0.720 -0.656 -0.215 -0.464
H -7.3615 -21.0260 -0.7818 8.229 0.297 1.110 0.110
H -3.0455 -21.8339 -0.5884 -0.058 0.426 0.236 0.473
H -3.5202 -24.0603 -1.3800 0.137 0.079 0.190 0.408
```
Forces are in eV/Å.

***

Record 2
C3H6N2O3 | ωB97M-V/def2-TZVPD

The value obtained for the HOMO-LUMO gap is 9.87 eV.

```
14
Properties=species:S:1:pos:R:3:forces:R:3:mulliken_charge:R:1
C -1.3052 0.3896 -0.1519 -3.354 -2.366 2.327 0.711
C 0.6544 -0.9197 -0.7126 -0.182 0.609 -2.974 -0.539
C 2.1395 0.2671 0.7111 3.563 1.386 -3.268 0.324
H -3.0690 0.5483 1.1725 1.149 -1.005 -1.127 0.237
H -2.4626 -1.2289 0.5798 -0.662 4.988 0.210 0.294
H 0.1336 1.5811 -0.6386 -3.665 0.229 0.545 0.272
H 0.9140 0.0077 -1.3228 0.473 -1.340 1.106 0.484
H 0.7491 -1.8118 -1.5092 0.353 1.518 2.773 0.258
H 2.3053 0.5545 2.0050 -0.478 -0.691 -4.348 0.275
N -2.5165 -0.0476 0.5126 1.258 -3.035 -0.578 -0.509
N -0.9758 1.5653 -0.3370 4.569 1.411 -0.828 -0.656
O -0.7336 -0.8068 -0.5086 1.621 -1.175 0.500 -0.372
O 1.4776 -0.9534 0.5740 -1.134 2.373 -1.711 -0.266
O 2.6893 0.8546 -0.3743 -3.511 -2.903 7.374 -0.512
```
Forces are in eV/Å.

***

Record 3
C4H6N2O | ωB97M-V/def2-TZVPD

The value obtained for the HOMO-LUMO gap (alpha / beta) is 8.31 / 8.31 eV.

```
13
Properties=species:S:1:pos:R:3:forces:R:3:mulliken_charge:R:1
C -0.0162 -1.6286 -1.2989 0.030 0.299 -0.532 -0.355
O 0.9016 -0.8479 -0.7381 -0.102 0.063 0.023 -0.330
C 0.2826 0.1523 -0.0290 -0.148 0.302 -0.098 0.262
C -0.9806 0.6443 -0.1507 -0.046 -0.068 -0.147 -0.069
N -1.0720 1.8272 0.5368 0.238 0.035 0.230 -0.602
C 0.1084 2.0228 1.0621 -0.038 0.156 0.121 -0.258
N 0.9862 1.0161 0.7618 0.001 0.015 -0.149 -0.046
H -0.7311 -2.2111 -0.3772 -0.191 -0.554 0.669 -0.289
H -0.4939 -2.7832 0.3388 0.042 0.270 -0.797 0.367
H 0.4671 -2.2034 -2.0964 0.272 -0.597 0.584 0.255
H -1.7793 0.2221 -0.7427 0.075 0.193 0.136 0.489
H 0.4059 2.9009 1.6167 -0.018 -0.190 0.124 0.367
H 1.9215 0.8885 1.1167 -0.114 0.075 -0.163 0.208
```
Forces are in eV/Å.

***

Record 4
C35H45F8NO25P | ωB97M-V/def2-TZVPD

The value obtained for the HOMO-LUMO gap is 8.32 eV. As for the charge: +1.

```
115
Properties=species:S:1:pos:R:3:forces:R:3:mulliken_charge:R:1
C 2.3061 1.4425 3.7833 -0.685 -0.370 -0.599 -0.982
C 1.1037 1.2208 3.1512 0.733 0.184 0.314 -0.468
C 0.7889 0.0594 2.2353 1.048 1.927 -1.268 -0.201
P 2.2142 -0.9358 1.7633 -1.429 -1.130 -0.720 1.032
C 1.8186 -2.6450 2.0699 0.807 -0.190 0.496 -1.000
C 2.1868 -3.0186 3.5351 -0.183 -0.268 -0.534 -1.017
C 3.5542 -3.7334 3.6683 -0.523 0.012 0.686 -0.046
C 4.4532 -3.1235 4.7457 -0.580 0.574 -0.138 -1.410
C 5.2958 -1.9211 4.2962 0.752 -0.627 -0.037 -0.284
C 5.8704 -2.0174 2.8809 0.195 0.742 -0.036 0.310
C 7.0631 -1.0810 2.6865 -0.156 -0.029 -0.366 -1.607
N 2.4372 -0.7903 0.0790 0.530 0.828 1.284 -0.575
C 3.1156 0.2029 -0.2116 -0.442 -0.901 -0.635 0.667
O 3.7431 1.0829 -0.5795 0.409 0.712 -0.172 -0.353
H 3.1936 1.6619 3.1912 0.586 -1.767 0.185 0.426
H 2.3742 1.3725 4.8636 -0.137 2.090 0.173 0.246
H 0.3065 1.9530 3.2765 -0.836 -1.090 1.360 0.471
H 0.0266 -0.5637 2.6985 0.051 -0.090 0.106 0.515
H 0.3650 0.4096 1.2895 -0.258 -0.297 -0.037 0.150
H 3.3783 -0.5512 2.4326 -0.037 -0.019 -0.044 -0.201
H 0.7687 -2.8419 1.8596 -0.092 0.354 -0.227 0.660
H 2.4305 -3.2522 1.4068 -0.108 -0.016 -0.205 0.421
H 1.4090 -3.7146 3.8386 -0.069 0.088 0.240 0.414
H 2.1025 -2.1520 4.1976 0.076 0.038 0.064 0.692
H 4.0217 -3.8362 2.6920 0.256 0.123 0.037 0.293
H 3.3258 -4.7452 3.9921 0.078 -0.116 -0.124 0.321
H 3.7825 -2.7647 5.5316 0.052 -0.144 0.185 0.326
H 5.0475 -3.8963 5.2267 0.321 -0.005 -0.263 0.383
H 4.7746 -0.9660 4.4081 -0.174 -0.019 -0.009 0.159
H 6.1542 -1.8649 4.9692 -0.059 0.165 0.147 0.475
H 6.1813 -3.0232 2.6015 -0.217 -0.166 0.127 0.275
H 5.1083 -1.6738 2.1712 -0.060 -0.416 -0.219 -0.215
H 7.3899 -1.0841 1.6463 0.031 -0.066 -0.047 0.419
H 7.9170 -1.3871 3.2864 -0.017 0.124 0.190 0.405
H 6.7804 -0.0514 2.9094 0.146 0.046 0.245 0.324
C -3.6632 0.2727 -0.8529 -0.238 -0.108 -0.546 0.668
C -2.7421 1.3568 -0.3643 -0.283 0.081 0.133 0.753
O -2.1151 0.7298 0.7640 0.331 -0.077 -0.271 -0.321
C -2.1135 -0.6091 0.5113 -0.324 -0.229 0.099 0.791
O -1.4420 -1.3942 1.1146 0.115 -0.050 0.070 -0.557
O -2.9339 -0.9183 -0.4859 0.061 0.205 0.035 -0.379
F -3.4134 2.4522 0.0646 0.083 -0.045 0.132 -0.314
H -4.6174 0.2762 -0.3350 0.062 0.109 0.146 0.241
H -3.8330 0.3217 -1.9247 0.270 -0.200 0.211 -0.773
H -1.9810 1.6614 -1.0817 -0.003 0.097 0.027 0.049
C -3.9035 -0.5062 -6.4402 -0.169 -0.147 -0.202 -0.455
C -3.4922 -1.4441 -5.3306 0.357 0.121 -0.086 0.323
O -3.2498 -0.5485 -4.2538 -0.417 -0.096 0.010 -0.283
C -4.0520 0.5325 -4.4500 0.055 0.333 -0.072 0.682
O -4.3008 1.3430 -3.6177 -0.055 0.042 -0.141 -0.569
O -4.5351 0.5564 -5.7092 0.142 -0.199 0.038 -0.327
F -2.3481 -2.1050 -5.6222 0.003 0.020 0.089 -0.285
H -3.0444 -0.1120 -6.9819 0.108 -0.102 0.089 0.253
H -4.5904 -0.9566 -7.1471 -0.149 0.121 0.068 0.313
H -4.2566 -2.1650 -5.0369 0.080 -0.085 0.007 0.314
C 1.4590 3.5187 -2.3661 0.079 0.018 0.285 -0.426
C 1.1334 4.2394 -3.6525 0.280 -0.216 -0.041 0.403
O 0.2846 3.3148 -4.3140 -0.166 0.165 0.329 -0.352
C -0.3521 2.5962 -3.3527 -0.035 -0.089 -0.179 0.492
O -1.3133 1.9293 -3.5334 0.073 -0.118 0.120 -0.417
O 0.2634 2.7554 -2.1474 0.084 0.067 -0.163 -0.213
F 2.2439 4.4388 -4.4062 -0.077 -0.003 -0.057 -0.347
H 2.3085 2.8441 -2.4827 0.009 0.036 -0.167 0.234
H 1.6501 4.1942 -1.5365 -0.215 -0.047 0.079 0.308
H 0.6120 5.1837 -3.5238 0.136 -0.070 -0.022 0.325
C 1.4802 7.3648 -6.1983 0.050 -0.155 -0.279 -0.278
C 0.3279 7.7863 -5.3155 0.192 -0.015 0.214 0.252
O 0.8946 8.8139 -4.5381 -0.114 0.060 -0.326 -0.302
C 1.8876 9.3892 -5.2925 0.219 0.087 0.015 0.600
O 2.3887 10.4300 -5.0584 0.031 0.007 0.082 -0.465
O 2.1997 8.5905 -6.3453 -0.225 -0.068 0.157 -0.324
F -0.0779 6.7774 -4.4850 -0.101 0.294 -0.160 -0.255
H 2.1162 6.6243 -5.7114 -0.096 -0.010 0.128 0.194
H 1.1604 6.9807 -7.1633 0.074 0.186 -0.090 0.303
H -0.5380 8.1705 -5.8556 -0.129 -0.141 0.098 0.230
C 2.9476 -7.8430 1.0166 -0.108 -0.176 -0.273 -0.447
C 3.3809 -6.4349 1.3514 -0.176 -0.144 0.389 0.339
O 4.2382 -6.6270 2.4553 0.090 -0.101 -0.475 -0.229
C 4.7878 -7.8825 2.3169 0.096 -0.242 0.165 0.511
O 5.7322 -8.2637 2.9094 0.011 0.043 0.088 -0.470
O 4.0948 -8.6019 1.4012 -0.057 0.291 0.034 -0.331
F 2.3224 -5.6628 1.7418 0.069 -0.014 -0.102 -0.312
H 2.0870 -8.1536 1.6107 -0.007 0.159 0.078 0.297
H 2.7227 -7.9820 -0.0374 0.183 -0.118 -0.015 0.317
H 3.9237 -5.9262 0.5522 -0.138 0.147 0.001 0.286
C -5.4961 0.5119 4.7376 -0.208 0.190 0.182 -0.457
C -4.0124 0.4674 4.4562 -0.011 -0.286 0.050 0.243
O -3.9405 -0.3745 3.3242 -0.051 0.362 -0.074 -0.193
C -5.1191 -0.2312 2.6472 -0.182 -0.116 -0.064 0.545
O -5.2910 -0.5820 1.5295 0.009 -0.100 0.112 -0.531
O -6.0442 0.3738 3.4220 0.237 -0.036 0.086 -0.327
F -3.3096 -0.1042 5.4729 -0.043 0.065 -0.117 -0.283
H -5.8184 -0.3252 5.3583 0.150 -0.066 -0.006 0.306
H -5.8162 1.4420 5.1986 -0.101 0.056 -0.203 0.307
H -3.5690 1.4359 4.2192 0.108 -0.019 0.102 0.289
C -1.7785 -1.0670 8.0179 -0.106 -0.158 -0.233 -0.019
C -0.8639 0.0444 8.4749 -0.247 0.027 0.400 0.319
O -0.1693 -0.5533 9.5496 0.147 -0.118 -0.386 -0.329
C -0.1190 -1.8982 9.2992 -0.028 -0.138 0.157 0.617
O 0.6010 -2.6581 9.8441 0.019 -0.016 0.041 -0.472
O -1.0058 -2.2312 8.3241 0.064 0.255 0.041 -0.327
F -1.5585 1.1148 8.9315 0.069 0.018 -0.023 -0.280
H -2.7098 -1.0852 8.5858 0.058 0.146 0.106 0.207
H -2.0066 -1.0199 6.9606 0.130 -0.210 -0.045 0.052
H -0.1467 0.3800 7.7224 -0.041 0.134 0.013 0.280
C -5.0907 1.9794 -9.2751 -0.010 0.128 0.358 -0.472
C -6.0818 1.9148 -10.4145 0.256 0.132 -0.247 0.289
O -5.6867 0.7349 -11.0939 -0.192 -0.072 0.365 -0.329
C -5.1235 -0.0918 -10.1720 0.122 -0.136 -0.131 0.579
O -4.9195 -1.2461 -10.3254 0.061 -0.043 0.024 -0.481
O -4.8293 0.5916 -9.0319 -0.154 0.251 -0.228 -0.194
F -5.9582 2.9724 -11.2479 -0.018 -0.057 -0.028 -0.279
H -4.1662 2.4787 -9.5673 -0.064 0.018 -0.187 0.278
H -5.4912 2.4618 -8.3872 -0.010 -0.209 0.101 0.307
H -7.1240 1.8214 -10.1050 -0.032 0.089 -0.072 0.291
```
Forces are in eV/Å.